A structure of composition C45H103N6O25 in a non-equilibrium geometry, computed with ωB97M-V/def2-TZVPD.

Geometry as XYZ:
```
179
Properties=species:S:1:pos:R:3:forces:R:3:mulliken_charge:R:1
H -7.79658 -8.93234 15.26347 -0.15 0.29 -0.22 0.421
H -9.94718 -25.69640 0.48910 -0.17 -0.42 0.06 0.363
H -4.44504 -19.61705 1.26359 1.56 -0.47 0.26 0.377
C 6.30263 -25.42292 8.96915 -1.87 1.38 -0.43 -0.174
C -4.33375 -18.19664 -2.65294 -0.43 0.68 -1.79 -0.571
O -11.89478 -22.90704 9.31723 2.70 0.97 -1.38 -0.480
H 8.95185 -20.87370 12.84597 -0.61 -0.50 0.76 0.414
H -8.43306 -29.48839 3.05353 -0.07 0.13 -0.28 0.432
N -4.08524 -20.04844 9.65672 -2.06 -0.01 -1.80 0.049
O -3.45144 -27.13435 16.37896 -1.43 -1.05 -1.41 -0.791
H -6.00068 -24.64530 22.20150 -0.53 0.43 -0.99 0.343
C -4.43452 -27.63600 15.72103 7.32 2.47 4.21 0.701
H 6.39056 -21.34792 10.03498 0.07 -0.48 -0.42 0.378
H -5.94918 -13.35751 12.43771 -0.47 0.32 -0.24 0.356
O 3.84545 -19.02461 3.52042 -0.72 -0.70 1.23 -0.776
C 0.80817 -22.78962 15.17435 0.51 -3.68 3.39 0.577
C -7.94527 -10.01165 15.23065 -0.38 0.81 1.37 -0.620
H -6.21451 -22.13333 19.37113 -0.60 0.23 0.60 0.340
H -8.00361 -26.55639 5.22519 -0.47 -0.78 -0.04 0.402
C -6.88367 -27.41979 2.80632 -1.62 0.92 -0.25 -0.805
H -2.89135 -21.90506 9.68105 -0.24 0.25 -0.31 0.498
N -6.96493 -12.01584 13.89540 -0.39 0.44 -0.61 -0.196
H 6.38286 -25.35799 11.62111 0.03 0.27 0.18 0.335
C 8.41037 -21.33379 12.01941 0.34 0.64 -1.39 -0.766
O 1.22447 -21.69834 14.58421 0.13 3.04 -1.39 -0.437
H 8.82334 -23.37004 12.58994 -0.11 0.06 0.30 0.363
H -3.23787 -21.20963 -0.38859 -0.04 -0.08 -0.34 0.422
O -0.49584 -23.87604 6.01220 2.33 1.24 3.51 -0.508
H -5.75558 -12.24504 15.65017 -0.01 -0.20 -0.04 0.346
H -8.17778 -25.77844 0.53856 -0.07 -1.23 -0.54 0.381
H -9.07101 -27.99056 1.32469 0.42 0.22 -0.29 0.444
H -8.23936 -28.91886 4.66703 -0.41 0.43 0.14 0.396
H -5.97150 -10.29636 14.47861 -0.11 0.51 -0.10 0.375
H -5.76493 -27.88760 15.33837 -4.11 -1.05 -1.54 0.390
C -3.56144 -20.50650 -1.15607 -0.66 1.59 1.06 -0.913
O -0.74768 -15.36230 14.70945 -0.92 4.53 -3.17 -0.475
C -8.25513 -12.69513 13.48878 -0.11 0.18 0.22 -0.919
H -4.95783 -12.16373 13.24157 0.16 0.02 -0.17 0.426
H -4.16179 -19.04278 -3.31820 -0.43 -0.50 0.34 0.316
H -4.63240 -22.18326 10.06584 -0.23 0.49 -0.65 0.443
O 0.66641 -22.86755 16.40039 -0.68 3.36 3.43 -0.762
H -3.27858 -22.32416 21.71807 -0.31 0.22 0.51 0.372
H -3.97236 -17.87244 1.30205 1.07 -0.15 -0.45 0.389
H -4.64365 -20.52741 -1.28436 0.04 -0.11 0.22 0.390
N -3.21326 -19.08129 -0.56328 1.79 -0.34 -0.04 -0.044
O -1.40006 -24.04321 4.16571 -1.15 2.48 -5.43 -0.770
H 0.18664 -15.37877 14.48948 0.30 0.41 0.08 0.319
H -4.30474 -19.68741 19.12997 0.21 0.03 -0.16 0.332
O 3.12295 -20.82315 4.61437 -3.76 -1.45 0.60 -0.425
H 4.86051 -23.82845 9.66595 -0.14 -0.35 -0.42 0.411
O -7.43186 -13.00791 5.28713 1.33 2.01 -1.72 -0.447
H 5.09738 -24.17546 12.06985 -0.08 -0.26 -0.16 0.423
H -6.37076 -28.02609 3.55293 0.19 0.40 -0.23 0.389
C -3.78328 -21.50707 10.16496 0.57 2.61 2.25 -0.852
C -6.02776 -23.08451 19.86962 2.19 1.24 -1.18 -0.876
H -6.01599 -11.52831 11.98684 -0.34 -0.55 -0.17 0.324
H 0.97141 -21.04599 15.24148 0.33 0.74 0.13 0.329
H -3.27633 -22.44675 11.80060 0.00 -0.12 1.32 0.417
O -1.88745 -16.95648 15.64991 -3.22 -0.25 0.78 -0.725
H -3.17224 -19.95071 21.06015 0.19 -0.33 -0.38 0.390
O -6.94647 -14.25768 7.09958 -0.78 0.90 -2.16 -0.751
C -6.34759 -22.20150 22.14038 1.46 0.33 -0.06 -1.080
H 5.69559 -26.89571 7.45732 0.84 0.27 -0.60 0.365
H 5.92240 -26.08426 9.74773 0.72 -0.27 -0.01 0.310
H -3.16073 -18.49012 10.91929 0.21 -0.57 0.08 0.361
C -5.91384 -12.31057 12.73899 0.04 0.70 2.45 -0.762
C 6.86737 -21.25100 12.08353 0.26 -0.35 0.39 -0.679
H 8.39472 -23.13468 9.62238 -0.38 0.43 -0.07 0.506
H -6.23276 -19.38428 12.28970 -0.50 -0.26 -0.19 0.488
H 4.46167 -25.81829 7.68204 -0.09 0.60 0.47 0.382
H 0.60544 -18.52687 9.63251 -0.52 -0.62 -1.54 0.387
H -7.97388 -13.74790 13.46291 -0.28 0.05 -0.57 0.478
H -4.21788 -20.74084 13.46595 -1.08 0.45 0.44 0.346
H -4.36896 -17.36796 -3.36016 0.77 0.23 -0.14 0.405
C 6.08267 -21.91408 10.91406 1.93 -0.27 0.35 -0.626
C -3.52768 -21.38977 11.71279 0.21 -1.43 -2.02 -0.601
O -9.34439 -10.33866 15.19232 0.85 -0.43 -1.29 -0.493
H 8.81994 -20.66713 11.26053 -0.42 0.00 -0.77 0.358
H 6.57840 -20.20003 12.07743 -0.19 -0.09 0.24 0.418
H -1.72824 -19.96285 0.68366 0.15 -0.26 -0.27 0.488
H 7.37032 -25.43493 8.75013 -0.02 -0.45 0.43 0.262
C -0.82637 -16.39837 15.47760 1.55 -3.76 0.94 0.671
C -8.77451 -28.71352 3.73990 0.29 -0.03 -0.70 -0.938
O -12.83812 -24.94713 9.18254 1.26 0.32 0.07 -0.764
H -2.20153 -18.07717 -2.15405 -0.30 -0.22 -0.39 0.325
H -1.38602 -20.37506 10.01536 0.15 -0.11 -0.59 0.174
O -9.06843 -14.02120 6.34860 1.14 0.57 -0.52 -0.749
H -6.32443 -20.11348 9.92744 0.41 -0.22 -0.23 0.411
H -12.02365 -22.50289 10.17844 0.58 2.36 0.45 0.337
H -0.64754 -17.42999 10.04315 -0.18 0.04 0.13 0.340
H -9.86229 -28.76251 3.78930 0.18 0.01 0.50 0.396
H -7.61566 -10.31347 16.22483 0.58 -0.40 -0.11 0.376
H -5.41399 -21.77008 12.57978 -0.38 0.36 0.24 0.322
H -2.61733 -20.85154 11.97674 -0.03 0.19 -0.30 0.340
C -2.97996 -18.92667 9.93703 -0.10 -0.46 -0.58 -0.613
O -13.22926 -23.49832 10.84335 0.20 -0.40 1.53 -0.780
H -5.12611 -18.62822 0.25869 0.16 0.76 -0.59 0.328
H -6.60977 -26.36767 2.72815 0.60 -0.22 0.43 0.366
C 8.88743 -22.73489 11.70642 -0.57 -0.47 0.79 -0.911
H -3.21597 -17.01871 -1.23588 -0.28 -0.11 0.20 0.400
C 5.91547 -23.94793 9.41923 0.22 -0.55 0.15 -0.754
C -5.10233 -24.14083 21.84573 1.53 -0.67 -0.46 -1.000
C -9.08289 -25.79679 1.14561 1.16 -0.04 -0.09 -0.545
H -3.52952 -22.25593 20.06181 -0.37 -0.05 -0.30 0.391
C -6.64071 -12.70189 15.20755 0.65 0.01 -0.98 -0.979
N -8.38548 -27.35874 3.17706 1.76 0.00 1.80 -0.173
H 6.62688 -21.69829 13.04800 -0.63 0.16 0.01 0.299
H -5.62396 -18.47516 10.12257 0.25 -0.16 -0.63 0.318
H -5.86930 -22.15335 23.11865 0.37 0.82 -0.13 0.448
H -8.77970 -23.88247 1.23186 -0.05 0.04 0.00 0.306
H -4.99375 -20.88956 7.72240 -0.31 0.17 0.75 0.339
H -0.57405 -23.31806 5.23494 1.71 3.83 -0.10 0.378
C 8.07864 -23.42930 10.62308 0.16 -0.94 -0.68 -0.784
H 6.62823 -24.04224 12.85530 0.40 0.07 -0.44 0.417
C -4.74225 -20.91335 12.52607 1.62 -0.84 -1.75 -0.610
H -3.13856 -20.68047 -2.14552 0.53 0.27 0.40 0.324
H -10.21227 -27.32793 2.36375 -0.38 0.80 -0.26 0.489
O 0.29564 -16.81841 15.78921 2.03 -0.75 1.36 -0.789
H 6.17291 -23.23271 8.63802 0.02 0.03 0.02 0.468
H -8.23040 -12.47992 5.21532 -0.29 0.12 -0.79 0.312
O -4.52973 -28.64105 15.02980 1.34 -3.44 -2.22 -0.761
C -1.54890 -19.37803 9.60610 0.38 -0.14 -0.50 -0.066
O -4.88620 -20.07722 19.78690 0.35 -0.06 0.75 -0.492
O 0.76432 -23.83730 14.60737 -0.08 -3.31 -5.61 -0.703
C -0.40194 -18.49195 10.04733 0.78 0.93 2.22 -1.545
H -4.59748 -24.02389 22.80467 0.85 0.18 -0.47 0.440
H -6.21241 -18.78595 -2.00355 0.51 -0.39 -0.40 0.341
H 9.94458 -22.79055 11.44676 -0.06 0.18 -0.31 0.430
O 5.21264 -20.37300 4.65291 1.84 -0.31 1.15 -0.764
H 4.99915 -21.80363 10.95749 0.07 -0.60 0.43 0.555
O -8.87934 -24.59611 1.86619 -0.69 -0.15 1.36 -0.488
C -1.16351 -24.61225 5.20341 -3.88 -7.84 1.29 0.713
H -4.51920 -19.11684 7.79629 -0.08 -0.29 -0.37 0.404
C -4.14633 -20.43274 20.97716 -1.32 0.00 -0.73 -0.578
H -9.83871 -9.75013 15.76755 0.17 0.16 0.04 0.317
H -7.49189 -12.65342 15.88671 0.08 0.13 -0.22 0.380
H -1.43280 -19.26068 8.52868 -0.45 -1.21 -0.29 0.327
H -3.30174 -20.46824 7.77383 -0.08 0.30 -0.46 0.461
H -9.00969 -12.60945 14.27070 0.17 0.41 -0.06 0.348
C 5.55011 -25.82854 7.62494 0.00 0.66 1.56 -1.419
H -6.46588 -13.73296 14.90026 0.26 -0.02 0.56 0.507
H 3.50847 -21.60893 5.00873 0.30 0.20 0.10 0.292
C -12.60476 -23.89461 9.82078 -4.70 -3.28 -0.82 0.688
C 6.16467 -24.33037 11.91180 -0.68 1.15 -0.89 -0.975
H -8.19168 -25.33913 4.06506 -0.39 -0.13 -0.55 0.329
H -1.04096 -19.49864 -0.92833 -0.55 -0.24 -0.17 0.403
C -6.99257 -10.45108 14.12995 -0.85 -2.39 -0.09 -0.454
C -8.60677 -26.30505 4.35279 0.41 -0.15 -1.51 -0.767
C -4.12827 -18.75323 0.67915 -1.78 -0.70 -1.73 -0.822
H -1.30383 -18.34232 0.35608 -0.56 0.43 -0.27 0.384
N -5.27412 -22.82683 21.16027 -4.34 0.86 2.28 -0.011
C -4.29202 -20.14136 8.09100 1.46 0.50 1.74 -1.043
H -6.90678 -23.72690 19.92209 0.49 -0.05 0.37 0.341
H -3.15469 -18.12901 9.21502 -0.72 -0.05 0.05 0.419
H -8.66059 -12.31769 12.55003 0.33 -0.10 0.00 0.368
H -4.72253 -19.99540 21.79253 -0.03 -0.43 0.29 0.296
H -0.03530 -18.76067 11.03802 -0.84 0.29 0.71 0.381
H -6.67788 -21.24585 21.73328 -0.05 -0.19 0.27 0.385
O -1.60575 -25.75688 5.49925 0.72 0.35 0.53 -0.815
H 8.31137 -24.49292 10.67474 0.09 -0.04 -0.07 0.465
O -5.58420 -18.06141 -2.04816 -0.72 0.19 1.05 -0.541
H -7.17187 -9.97465 13.16613 -0.07 -0.11 0.10 0.401
H 5.84178 -25.09055 6.87768 0.12 -0.72 -0.51 0.403
H -5.19814 -23.39111 19.23258 -0.52 -1.20 -0.37 0.495
C -7.81022 -13.80597 6.25722 -1.32 -3.60 5.31 0.636
C 4.09084 -19.99827 4.29739 2.32 2.27 -3.09 0.677
H -9.68796 -26.24711 4.47845 0.25 -0.03 0.42 0.380
C -1.72223 -19.22825 -0.12158 -0.72 0.04 1.13 -1.016
H -7.14562 -22.89682 22.40074 -0.15 -0.06 -1.17 0.410
C -5.47804 -19.53982 10.30511 2.37 -1.01 1.18 -0.552
H -4.71619 -18.81260 12.20753 0.53 0.02 -0.40 0.347
N 6.56029 -23.40896 10.71019 0.25 0.52 1.08 0.127
C -3.19813 -17.99497 -1.72031 0.08 -0.65 2.17 -0.385
C -9.21425 -27.12707 1.97427 -1.04 0.77 0.03 -0.679
H -4.60721 -24.73318 21.07626 0.38 -0.59 0.73 0.449
C -4.00487 -21.95328 20.99484 0.47 -0.91 0.16 -0.396
H -6.83897 -27.79795 1.78501 0.18 -0.50 0.27 0.323
O -5.59847 -27.08875 15.84404 -3.35 3.06 1.18 -0.538
C -5.28592 -19.65953 11.82511 -0.95 0.74 1.63 -0.688
```
Positions in Å, forces in eV/Å.

Its HOMO energy is -2.55 eV. The calculation puts the lowest unoccupied orbital energy at -0.32 eV. Its total energy is -3985.08757 a.u. Its charge is -1. As for the gap between HOMO and LUMO: 2.232 eV.